Entry 1:
83
Properties=species:S:1:pos:R:3:forces:R:3 method="wB97M-V/def2-TZVPD" total_charge=0 total_energy_ev=-152923.6620 spin_multiplicity=2 max_force_ev_per_a=0.378 orbital_gap_ha="0.284 / 0.273"
Mn 0.0597 0.5845 0.0648 -0.045 0.091 -0.204
C 0.7184 2.5564 0.7940 -0.003 -0.108 -0.025
C 0.4074 1.6997 1.8846 -0.038 -0.014 0.136
C -0.9976 1.3487 1.7333 0.026 0.047 0.002
C -1.4394 1.9840 0.5284 -0.039 0.119 0.003
C -0.3903 2.7580 -0.0385 0.116 -0.143 -0.009
C -0.4584 3.7843 -1.1555 -0.081 -0.018 -0.029
C 0.4311 3.4049 -2.3413 0.017 0.005 0.015
C -1.9009 3.9463 -1.6378 0.017 -0.043 -0.032
C 0.0218 5.1301 -0.5935 -0.018 0.028 0.014
C -2.0331 0.6828 2.6566 -0.027 0.032 0.007
C -3.4324 0.8331 2.0406 -0.093 0.016 0.022
C -1.8751 -0.8273 2.8926 -0.074 0.086 -0.003
C -2.0707 1.4377 3.9955 0.014 -0.036 -0.022
C 1.4658 1.4971 2.9789 0.008 0.069 -0.024
C 2.8707 1.5173 2.3573 0.061 0.041 0.010
C 1.3863 2.6817 3.9549 -0.011 0.010 0.004
C 1.3826 0.1843 3.7549 -0.075 -0.072 -0.103
H 1.6973 2.9666 0.5983 -0.046 -0.025 -0.022
H -2.4465 1.9504 0.1478 0.069 0.012 -0.032
H 0.0273 2.5449 -2.8718 0.023 0.007 0.020
H 1.4427 3.1560 -2.0119 -0.001 0.002 0.006
H 0.4937 4.2379 -3.0465 0.003 0.002 -0.002
H -2.2767 3.0168 -2.0685 0.002 0.023 0.021
H -1.9509 4.7148 -2.4124 -0.001 -0.001 -0.003
H -2.5620 4.2408 -0.8202 0.011 0.026 0.006
H 1.0761 5.0892 -0.3142 -0.004 -0.012 0.011
H -0.5514 5.4145 0.2913 -0.006 -0.006 -0.003
H -0.0937 5.9131 -1.3468 -0.005 0.003 0.003
H -3.4905 0.3565 1.0590 -0.018 -0.013 0.035
H -3.7269 1.8796 1.9432 -0.007 -0.009 0.003
H -4.1574 0.3388 2.6904 -0.005 -0.004 0.005
H -2.2160 -1.3708 2.0126 0.028 0.029 0.017
H -2.5082 -1.1249 3.7335 0.009 0.005 -0.008
H -0.8635 -1.1430 3.0970 0.300 0.016 0.109
H -2.1418 2.5149 3.8295 -0.005 -0.010 -0.013
H -1.1917 1.2480 4.6058 0.078 -0.015 0.012
H -2.9441 1.1220 4.5714 0.005 -0.003 0.001
H 3.1028 2.4655 1.8722 0.025 -0.038 0.034
H 2.9800 0.7131 1.6311 0.010 -0.038 -0.046
H 3.6125 1.3666 3.1445 -0.006 0.000 -0.002
H 1.5425 3.6224 3.4228 -0.003 0.001 0.002
H 2.1581 2.5911 4.7238 -0.004 -0.003 0.001
H 0.4179 2.7372 4.4493 -0.036 -0.019 0.011
H 1.4112 -0.6706 3.0764 -0.030 -0.026 -0.011
H 0.4921 0.1134 4.3696 -0.168 -0.033 0.031
H 2.2428 0.1131 4.4252 -0.024 -0.005 -0.004
Br -4.6654 -1.9320 -1.4031 0.008 0.012 -0.001
C -3.4233 -3.0151 -0.4499 -0.002 -0.014 -0.014
C -3.8212 -4.2728 -0.0221 0.008 -0.011 0.015
C -2.8819 -5.0294 0.6576 -0.011 -0.003 -0.005
C -1.6164 -4.5069 0.8779 0.002 0.022 -0.030
C -1.3397 -3.2300 0.4192 -0.046 -0.033 0.092
N -2.2387 -2.4933 -0.2427 -0.004 0.013 -0.024
C 0.0158 -2.6024 0.7004 -0.205 0.043 -0.084
O 0.9470 -3.3488 1.0231 -0.072 -0.118 0.048
O 0.1009 -1.3521 0.5687 -0.044 -0.017 0.019
H -4.8202 -4.6323 -0.2175 0.001 -0.004 0.001
H -3.1385 -6.0187 1.0137 -0.005 0.001 -0.003
H -0.8417 -5.0526 1.3955 0.001 -0.007 0.005
N -0.6696 -0.3457 -1.7736 -0.022 -0.061 0.140
C -0.9269 0.2047 -3.0584 0.007 0.069 0.034
C -2.1828 0.7126 -3.3618 0.009 0.003 -0.018
C -2.4078 1.3067 -4.5951 -0.008 -0.012 0.010
C -1.3885 1.3905 -5.5325 0.012 -0.005 0.001
C -0.1386 0.8662 -5.2295 -0.010 -0.002 -0.011
C 0.0944 0.2749 -3.9986 -0.010 -0.029 -0.012
H 0.0548 -1.0536 -1.8303 0.005 0.010 -0.041
H -1.4898 -0.8098 -1.3811 0.013 -0.060 -0.022
H -2.9767 0.6472 -2.6266 0.001 -0.002 0.000
H -3.3879 1.7066 -4.8226 0.000 0.001 0.000
H -1.5671 1.8560 -6.4926 0.000 0.001 0.000
H 0.6637 0.9232 -5.9541 0.002 0.000 0.004
H 1.0756 -0.1132 -3.7495 0.005 0.003 -0.007
N 2.8892 -1.6417 -0.0471 0.167 0.221 -0.257
C 2.8963 -0.4913 -0.7171 0.037 -0.314 -0.030
O 1.9220 0.2532 -0.8491 -0.050 0.286 -0.067
C 4.1961 -0.0935 -1.3709 0.009 0.046 0.048
I 4.2839 -0.9030 -3.3441 -0.013 0.000 -0.002
H 2.0280 -2.0497 0.3240 0.251 -0.008 0.253
H 3.7113 -2.2198 -0.0530 0.007 -0.010 0.023
H 5.0677 -0.4660 -0.8416 -0.002 0.001 -0.001
H 4.2325 0.9847 -1.4727 0.012 0.006 -0.012

Entry 2:
63
Properties=species:S:1:pos:R:3:forces:R:3 method="wB97M-V/def2-TZVPD" total_charge=0 total_energy_ev=-866813.6282 spin_multiplicity=1 max_force_ev_per_a=0.633 orbital_gap_ha=0.350
C -4.5992 0.5791 -4.9233 -0.024 0.027 -0.163
O -3.7681 -0.4849 -5.3478 -0.032 -0.091 0.129
C -2.5142 -0.5365 -4.6990 0.120 -0.006 -0.158
C -1.7661 -1.7869 -5.1309 0.058 0.205 0.264
C -0.2965 -1.7012 -4.7036 -0.027 0.071 -0.103
C 0.5008 -3.0069 -4.8103 0.148 0.161 0.068
C 0.5002 -3.9253 -3.5823 0.014 -0.312 -0.146
C -0.8567 -4.4186 -3.0607 0.022 0.121 -0.045
C -1.6336 -3.4759 -2.1368 -0.047 -0.177 0.131
C -0.9601 -3.2354 -0.7627 -0.173 0.151 0.067
C -0.2447 -1.9125 -0.7733 0.273 -0.125 0.134
O 0.9213 -1.7466 -1.0146 -0.002 0.058 -0.123
O -1.0992 -0.8996 -0.5333 -0.395 0.082 -0.211
C -0.6986 0.4053 -0.9633 0.070 0.615 -0.135
C 0.1193 1.1789 0.0706 0.197 -0.353 0.005
C 1.2024 2.0773 -0.5295 -0.114 0.111 0.021
O 2.0940 1.3937 -1.3965 -0.010 0.071 0.017
H -4.7609 1.2797 -5.7499 0.059 -0.029 0.069
H -4.1567 1.1288 -4.0871 -0.067 -0.043 0.011
H -5.5717 0.1792 -4.6224 0.091 0.033 0.047
H -1.9145 0.3508 -4.9610 -0.068 -0.001 0.063
H -2.6497 -0.5416 -3.6058 0.022 0.047 -0.044
H -2.2507 -2.6552 -4.6783 -0.025 -0.019 -0.243
H -1.8292 -1.8646 -6.2199 -0.041 -0.147 0.085
H 0.1803 -0.9507 -5.3448 -0.017 -0.010 0.085
H -0.2177 -1.3094 -3.6800 0.000 -0.067 -0.060
H 1.5463 -2.7307 -4.9879 -0.061 -0.105 -0.022
H 0.1877 -3.5650 -5.7020 -0.101 0.052 0.102
H 1.0782 -3.4627 -2.7772 -0.126 0.040 -0.001
H 1.0593 -4.8237 -3.8718 0.046 0.117 0.048
H -1.4980 -4.6896 -3.9083 0.074 0.005 0.046
H -0.6836 -5.3472 -2.5041 -0.066 0.054 -0.033
H -2.6197 -3.9167 -1.9616 0.075 0.031 -0.001
H -1.8238 -2.5056 -2.5994 0.001 -0.082 -0.052
H -0.2401 -4.0142 -0.5101 -0.073 -0.019 -0.072
H -1.7391 -3.1953 0.0014 0.143 -0.033 0.036
H -0.1553 0.3322 -1.9100 0.059 -0.214 0.156
H -1.6348 0.9320 -1.1687 0.025 -0.135 0.041
H -0.5521 1.7918 0.6752 0.087 0.014 0.119
H 0.6063 0.4615 0.7370 -0.047 0.014 -0.069
H 0.7536 2.9403 -1.0372 0.005 -0.045 0.002
H 1.8120 2.4646 0.2915 -0.073 0.025 -0.080
H 1.7956 1.4887 -2.3047 0.010 -0.060 0.057
C -2.5641 2.5959 3.5995 0.041 0.031 -0.026
Br -0.9337 1.7943 4.2354 0.026 -0.067 0.017
Br -2.2899 4.4376 3.1212 0.008 0.010 0.002
Br -3.2863 1.5845 2.1373 -0.080 -0.037 -0.038
H -3.2829 2.5733 4.4055 -0.003 -0.017 0.008
C 2.8298 3.1456 4.8092 -0.053 -0.007 0.056
Br 2.2273 3.5774 3.0362 0.061 0.021 -0.001
Br 2.6111 1.2777 5.2095 -0.045 -0.049 -0.052
Br 4.6422 3.7114 5.1026 0.019 0.044 -0.058
H 2.2099 3.6931 5.5061 -0.012 -0.004 0.007
C 7.5711 3.2009 7.7208 -0.021 -0.020 -0.012
Br 6.0868 3.9255 8.7033 0.005 0.021 0.066
Br 9.2177 4.0826 8.1749 0.003 0.001 0.001
Br 7.6992 1.2967 7.9418 -0.002 -0.007 -0.003
H 7.3859 3.3879 6.6730 -0.003 -0.001 -0.009
C -0.3737 1.9060 7.9616 0.022 -0.022 -0.016
Br -1.9238 2.4941 8.9335 -0.001 -0.001 -0.002
Br 1.1850 2.9348 8.4197 0.036 0.069 0.035
Br -0.0641 0.0231 8.1797 -0.002 -0.003 -0.004
H -0.5703 2.0764 6.9137 -0.005 0.007 -0.011

Entry 3:
16
Properties=species:S:1:pos:R:3:forces:R:3 method="wB97M-V/def2-TZVPD" total_charge=0 total_energy_ev=-85504.1149 spin_multiplicity=1 smiles="CC(C)[C@H](Br)C(=O)I" max_force_ev_per_a=3.944 orbital_gap_ha=0.350
C -0.6011 -1.7335 0.4332 1.847 -0.546 -0.828
C 0.0097 -0.5042 -0.2732 -0.379 0.657 3.350
C 1.4581 -0.3521 0.1786 -0.120 0.756 -1.849
C -0.8504 0.7136 0.0293 1.229 2.108 -3.099
Br -2.5151 0.6229 -1.0561 0.524 0.170 0.586
C -0.0441 2.2567 -0.6459 -0.837 -2.637 -0.881
O 0.3934 2.3277 -1.7577 -0.809 -0.157 2.436
I -0.1511 3.8759 0.7492 0.076 0.006 -0.063
H -0.0904 -2.5631 -0.1175 -1.097 0.095 0.454
H -0.2994 -1.8874 1.4593 -0.022 0.447 0.458
H -1.6605 -1.6973 0.3454 -0.821 -0.559 -0.184
H -0.0865 -0.7881 -1.2618 0.220 0.218 -2.346
H 2.0091 0.5132 -0.2266 -0.332 -0.413 -0.103
H 1.6342 -0.3791 1.2005 -0.375 0.419 2.281
H 1.9314 -1.2531 -0.1040 0.909 -0.939 -0.865
H -1.1371 0.8478 1.0472 -0.012 0.375 0.654

Entry 4:
11
Properties=species:S:1:pos:R:3:forces:R:3 method="wB97M-V/def2-TZVPD" total_charge=0 total_energy_ev=-86111.2010 spin_multiplicity=1 max_force_ev_per_a=5.770 orbital_gap_ha="0.288 / 0.291"
C 1.0959 1.0554 1.4955 -3.604 -2.807 -1.068
C -0.0551 -0.3593 1.0013 3.743 3.953 1.912
C -0.6882 0.1329 -1.6143 -0.263 -0.545 -1.588
O -0.2497 -2.2775 -0.7862 0.096 -0.940 -0.011
S 0.3731 -0.9644 -0.6147 -1.089 0.064 -0.726
Br -0.0072 -1.6212 2.4133 -0.198 0.235 -0.704
H 1.3887 0.8048 2.5194 0.023 0.507 -0.372
H 0.9077 2.1034 1.1334 0.268 -1.362 0.297
H -1.7380 0.1744 -1.3487 -0.163 -0.796 0.457
H -0.6408 -0.1824 -2.7291 0.339 0.450 1.998
H -0.3864 1.1340 -1.4699 0.848 1.241 -0.195

Entry 5:
9
Properties=species:S:1:pos:R:3:forces:R:3 method="wB97M-V/def2-TZVPD" total_charge=0 total_energy_ev=-36537.0414 spin_multiplicity=1 smiles=N#CC[SiH](Cl)Cl max_force_ev_per_a=3.318 orbital_gap_ha=0.410
N -0.9681 -2.3224 -0.6234 0.176 0.600 -0.048
C -0.4509 -1.2978 -0.7487 -0.796 -2.611 0.174
C 0.2413 -0.0865 -0.8649 -0.303 3.243 -0.603
Si 0.3063 0.6762 0.9381 -1.734 -1.518 -2.387
Cl -1.6437 0.6643 1.5078 -0.676 0.839 0.008
Cl 1.2248 2.4036 0.8606 0.736 1.229 0.280
H -0.5261 0.6279 -1.4363 2.087 -1.194 0.765
H 1.2424 -0.2415 -1.3646 -1.192 0.512 0.376
H 0.5740 -0.4237 1.7314 1.702 -1.100 1.435

Entry 6:
15
Properties=species:S:1:pos:R:3:forces:R:3 method="wB97M-V/def2-TZVPD" total_charge=0 total_energy_ev=-9300.5489 spin_multiplicity=1 max_force_ev_per_a=3.077 orbital_gap_ha=0.290
C -0.6461 -0.6798 1.1881 -1.000 0.323 -2.892
C 1.0922 0.4355 -0.4420 0.446 0.110 0.032
C -0.2982 0.3580 0.1448 0.174 1.133 2.186
N -1.5099 -0.7251 -0.4112 0.938 -1.244 0.746
C 1.9725 -0.5687 -0.4334 -0.006 0.171 0.219
O 1.4130 1.6810 -0.8687 -0.523 -0.475 0.168
N -0.8522 1.5789 0.3676 0.271 -0.947 -1.523
H 0.6399 2.2291 -0.5668 0.013 -0.155 -0.140
H -1.8665 1.4807 0.4581 0.374 0.233 0.552
H -1.2832 -1.6388 -0.7931 0.335 0.149 0.189
H -1.9628 -0.2000 -1.1503 -0.441 0.693 0.964
H -1.0953 -0.2982 2.1011 -0.495 -0.180 -0.377
H -0.3402 -1.7191 1.1351 0.193 0.164 0.173
H 1.7389 -1.5258 0.0128 -0.144 0.026 -0.154
H 2.9977 -0.4076 -0.7420 -0.134 0.000 -0.143